(1)
Here is a structure of composition C18H40N5OP3Tl at a distorted geometry from the Open Molecules 2025 dataset. Energies are from ωB97M-V with the def2-TZVPD basis set.

Results
* E_LUMO (alpha / beta): -8.99 / -8.99 eV
* charge: +3
* HOMO-LUMO gap (alpha / beta): 6.35 / 4.06 eV
* multiplicity: 1

The geometry in XYZ format:
```
68
Properties=species:S:1:pos:R:3:forces:R:3
Tl -1.89246 3.14092 -1.33337 -0.643 0.641 0.926
P 0.87548 -1.72380 1.26763 0.580 0.307 -0.058
P 1.02976 2.84664 -1.27309 0.120 0.311 0.234
P -0.48858 -2.62809 -0.22418 -1.030 -0.317 0.090
H -2.77835 4.17467 -4.51993 0.404 -0.960 -0.430
C -2.39149 3.17285 -4.81889 -1.609 1.271 -0.834
C -1.53278 2.42388 -3.95602 2.441 -0.695 -1.638
H -0.82757 3.13607 -3.48771 -0.413 -0.480 0.289
C 2.51025 -2.12468 0.62221 0.192 0.003 0.095
C 0.71312 0.07369 1.34578 -0.123 0.220 -0.011
C 0.58620 -2.42904 2.90008 -0.185 -0.294 0.041
C 1.37997 4.28652 -2.35215 0.035 0.177 -0.236
C 0.82932 3.64152 0.38161 0.205 -0.187 0.312
C 2.67020 2.05178 -1.13690 0.354 -0.278 0.000
C -1.22620 -1.28794 -1.21430 -0.009 0.146 -0.134
C -1.73232 -3.49100 0.78331 0.007 0.221 -0.036
C 0.37844 -3.86936 -1.21525 0.196 0.294 -0.027
H -2.79292 2.66425 -5.68979 -0.034 0.452 0.048
H -2.11668 1.77310 -3.28228 0.314 -0.445 0.082
H 3.12153 -2.47549 1.46051 0.112 0.053 -0.221
H 2.94265 -1.21055 0.19626 0.022 -0.295 0.098
H 2.46289 -2.90057 -0.15323 0.163 0.257 0.359
H 0.88347 0.38197 2.38948 -0.022 -0.134 -0.334
H -0.26823 0.45959 1.03932 0.258 -0.207 0.183
H 1.48459 0.53272 0.71204 -0.299 -0.197 0.218
H 1.08046 -3.40620 2.98158 -0.136 0.194 0.007
H -0.48514 -2.54287 3.11855 0.311 0.089 -0.071
H 1.01948 -1.74021 3.63684 0.022 -0.169 -0.160
H 1.84043 5.11776 -1.80049 -0.045 -0.272 -0.119
H 0.44461 4.66462 -2.80351 0.432 -0.058 0.108
H 2.06080 3.97472 -3.16404 -0.399 0.168 0.265
H 1.78891 4.04986 0.73811 -0.390 0.030 -0.133
H 0.44904 2.91450 1.12346 0.236 0.397 -0.369
H 0.08793 4.45512 0.32879 0.309 -0.131 0.055
H 3.34991 2.60588 -0.47910 -0.154 -0.002 -0.130
H 3.13555 1.98607 -2.12772 -0.164 -0.018 0.169
H 2.58422 1.02667 -0.75412 0.095 0.203 -0.167
H -2.22389 -1.62503 -1.55517 0.445 0.113 0.107
H -0.59892 -1.08253 -2.10174 -0.220 -0.148 0.308
H -1.33529 -0.34695 -0.63314 0.001 -0.692 -0.232
H -2.41444 -4.00865 0.09566 0.081 0.105 0.164
H -2.30040 -2.77731 1.39746 0.086 -0.189 -0.225
H -1.25714 -4.23348 1.44198 -0.079 0.177 -0.286
H -0.36943 -4.57421 -1.60700 0.144 0.218 0.063
H 1.10282 -4.41752 -0.59608 -0.313 0.020 -0.173
H 0.89962 -3.37660 -2.04767 -0.121 -0.192 0.134
C -0.84028 0.38641 -5.14971 -1.435 -0.795 -0.623
C 0.41364 -0.40995 -5.16635 -0.655 0.663 -0.318
C 0.12917 -1.83952 -5.49452 0.269 -0.644 0.065
C -1.10092 -2.27690 -5.91851 0.373 -0.401 0.585
C -2.24058 -1.43881 -5.85404 -0.162 -0.445 -0.424
C -2.09294 -0.08825 -5.49348 0.759 0.739 0.722
O -0.53792 1.60876 -4.69564 -1.050 1.773 1.202
H 0.78369 -0.05067 -4.17587 0.787 -1.175 -0.304
H 1.09313 0.02899 -5.93185 -0.052 -0.159 0.432
H 0.97435 -2.52986 -5.50774 -0.193 0.180 -0.130
H -1.20436 -3.32879 -6.24600 0.010 0.780 0.233
H -3.22290 -1.84544 -6.08465 0.239 0.191 -0.081
H -2.95602 0.57775 -5.45273 0.177 -0.295 -0.012
N -1.60688 2.17065 4.41004 0.233 -0.158 -0.153
N -2.17755 1.80018 3.20452 -1.209 1.693 -1.084
N -3.51040 1.61602 3.14531 1.593 -0.291 -1.064
C -3.71320 1.68974 1.82045 0.123 -0.164 0.600
N -2.60474 1.96993 1.11266 0.798 0.066 1.773
N -1.61213 2.12802 2.03242 -1.613 -1.332 0.582
H -1.99963 1.64854 5.18695 -0.211 -0.050 -0.193
H -0.59998 2.08878 4.37088 0.039 0.022 -0.077
H -4.68726 1.51689 1.39286 0.003 0.095 -0.061
```
Positions in Å, forces in eV/Å.


(2)
Here is a structure of composition C18H40OP2PdSi at a distorted geometry from the Open Molecules 2025 dataset. Energies are from ωB97M-V with the def2-TZVPD basis set.

Results
* E_LUMO (alpha / beta): -5.25 / -9.62 eV
* charge: +2
* HOMO-LUMO gap (alpha / beta): 8.42 / 4.06 eV
* multiplicity: 5

The geometry in XYZ format:
```
63
Properties=species:S:1:pos:R:3:forces:R:3
P -4.53298 2.15445 1.22754 -1.660 -1.458 -0.935
P -5.48916 0.33231 -1.90660 -2.726 -0.015 -2.112
C -5.92631 2.30862 0.04337 -0.265 0.597 0.152
C -6.51022 1.00586 -0.54525 0.565 -0.206 0.667
H -5.61029 2.99698 -0.75385 -0.159 -0.098 0.108
H -6.72289 2.81331 0.60451 0.096 0.115 -0.171
H -6.58980 0.19524 0.19103 -0.170 0.386 -0.010
H -7.50814 1.17877 -0.97713 0.281 0.060 0.109
C -6.22110 1.29476 -3.31989 0.552 0.457 -0.074
H -5.63130 1.14483 -4.23575 -0.167 0.094 0.253
H -6.28103 2.37149 -3.10191 0.165 -0.298 -0.128
H -7.23987 0.92027 -3.50467 0.366 0.160 0.184
C -6.29418 -1.26900 -2.37927 0.484 -0.445 0.326
H -7.10255 -1.08292 -3.10147 0.363 0.024 0.316
H -6.71370 -1.78127 -1.50528 0.229 0.052 -0.116
H -5.54988 -1.92798 -2.85233 -0.314 0.134 0.134
C -3.81036 3.74582 1.59646 0.002 0.396 -0.157
H -2.84635 3.61642 2.10731 -0.212 0.077 -0.158
H -4.50198 4.28888 2.26441 0.268 -0.237 -0.225
H -3.69123 4.34150 0.67339 0.097 -0.300 0.426
C -5.33627 1.47551 2.70975 0.279 0.228 0.079
H -5.86944 0.53398 2.50466 0.308 0.399 0.019
H -6.08335 2.22307 3.03602 0.426 -0.300 0.013
H -4.57571 1.31841 3.49092 -0.408 0.023 -0.108
Pd 0.22578 1.56000 1.98698 -0.739 -1.181 -3.557
C -1.36035 -1.41580 -1.70952 0.198 -0.508 1.143
C -1.47598 -0.25338 -2.34656 -0.264 1.404 -1.888
C -2.51894 0.79074 -2.09479 1.925 1.094 0.356
C -2.58534 1.52662 -0.73326 -0.185 0.131 0.180
C -3.43807 0.89466 0.43882 1.516 2.065 1.397
C -4.08934 -0.41131 0.39552 -0.118 -0.538 1.067
C -3.48237 -1.53413 -0.32971 0.145 -1.307 0.220
C -1.92341 -1.62586 -0.31405 0.117 -0.206 -0.861
C 0.96515 1.77232 3.70135 1.069 0.553 2.674
H -0.81365 -2.24367 -2.15943 0.344 0.374 0.198
H -0.83755 -0.00939 -3.24290 -0.942 -0.778 0.778
H -3.54696 0.40873 -2.34719 -0.405 -0.332 0.059
H -2.34677 1.58070 -2.83968 -0.212 -0.213 0.098
H -1.53456 1.63165 -0.40678 -0.426 -0.216 -0.005
H -2.92436 2.57894 -0.89648 0.028 -0.762 -0.144
H -2.71357 0.85918 1.29404 0.079 -0.386 -0.255
H -4.64036 -0.71330 1.30715 0.189 0.417 -0.669
H -3.91244 -1.58891 -1.35419 0.622 -0.226 0.299
H -3.84519 -2.42603 0.19268 -0.078 -0.040 -0.407
H -1.44785 -0.88059 0.35552 -0.246 -0.337 -0.374
H -1.55699 -2.61469 0.01195 -0.566 0.411 0.118
H 1.53106 0.90748 4.06505 -0.231 0.068 -0.154
H 0.06888 1.93107 4.30013 -0.143 0.017 0.365
H 1.57902 2.67165 3.68895 0.158 0.030 0.049
C 2.47698 -0.05592 -1.77073 -0.131 0.347 0.454
Si 1.93875 -0.12542 0.07459 2.267 -1.555 -1.296
C 2.07062 -1.99051 0.43609 -0.598 0.273 0.129
C 3.27307 0.58981 1.23548 -0.280 0.420 -0.058
O 0.46065 0.54761 0.19578 -0.807 0.957 1.348
H 3.42908 -0.58569 -1.96144 -0.437 0.211 0.230
H 2.59812 0.98467 -2.11004 -0.057 -0.300 -0.030
H 1.69916 -0.53813 -2.38696 0.240 0.163 0.139
H 3.10208 -2.34445 0.28797 -0.259 0.276 0.012
H 1.79119 -2.21559 1.47292 0.016 -0.133 -0.123
H 1.43247 -2.57640 -0.23819 0.042 -0.010 0.158
H 3.84792 1.39735 0.76162 -0.202 -0.088 0.125
H 2.82656 0.99702 2.16072 0.417 -0.174 -0.254
H 3.99728 -0.19479 1.51800 -0.444 0.235 -0.112
```
Positions in Å, forces in eV/Å.


(3)
Here is a structure of composition C18H41AsIN9O2SSi3Sn at a distorted geometry from the Open Molecules 2025 dataset. Energies are from ωB97M-V with the def2-TZVPD basis set.

Results
* E_LUMO: -6.02 eV
* charge: +2
* HOMO-LUMO gap: 7.67 eV
* multiplicity: 1

The geometry in XYZ format:
```
77
Properties=species:S:1:pos:R:3:forces:R:3
Sn -0.05702 -0.80010 0.11848 1.276 -0.220 -0.583
C 4.08775 0.54877 1.25277 0.319 0.130 1.150
C 2.63809 0.19747 1.18223 0.053 0.605 -0.117
N 2.14261 -0.33502 0.11039 -0.479 -0.736 0.771
N 2.92951 -0.71941 -0.94004 1.425 1.583 1.408
C 2.41326 -1.49561 -1.82120 -0.249 0.036 -1.098
N 3.09009 -1.87560 -2.91585 0.215 -0.273 -0.597
S 0.83497 -2.04080 -1.85002 -2.765 -1.009 0.370
C 1.71325 0.38507 2.37282 -0.666 -0.373 -0.157
C 2.09819 0.74518 3.67026 1.858 -0.275 -0.219
C 1.20481 0.54351 4.74387 -0.235 0.049 -0.857
C -0.10941 0.14768 4.49205 1.408 0.506 -0.694
C -0.42750 -0.12837 3.17190 -0.187 -0.043 0.349
N 0.42898 -0.02083 2.16424 0.784 -0.087 0.066
H 4.52355 0.07512 2.15691 -0.266 0.484 -0.203
H 4.30277 1.67602 1.30752 -0.331 -1.716 -0.376
H 4.53602 -0.01756 0.44350 0.401 0.735 -0.355
H 4.00067 -1.53507 -3.10784 0.850 0.402 0.236
H 2.65946 -2.34158 -3.71551 -0.118 0.164 0.872
H 3.19986 1.04090 3.83103 -2.040 -0.452 -0.079
H 1.51740 0.63821 5.76660 0.284 0.357 0.192
H -0.82478 0.07740 5.28128 -0.339 -0.293 0.250
H -1.38765 -0.54123 2.92315 -0.162 0.132 0.016
N 0.83488 -7.54557 0.14560 0.154 0.017 0.833
N 0.57312 -7.40092 1.52398 -0.215 -1.362 -0.679
C 0.82171 -6.24652 2.09670 0.773 1.589 0.352
N 0.84466 -6.20503 3.41593 -0.369 -0.433 0.535
N 1.18295 -5.17808 1.32577 -1.033 0.310 0.295
N 1.01215 -3.97635 1.91002 0.887 0.087 -0.442
O 0.58399 -3.76549 3.04729 -0.475 -0.046 0.302
O 1.35290 -2.99707 1.22974 0.096 0.084 -0.559
H 0.13799 -8.19338 -0.17606 0.058 -0.305 -0.563
H 1.77394 -7.92786 0.11252 -0.120 -0.253 -0.682
H 0.42895 -8.26775 2.07373 0.247 1.108 -0.282
H 0.59905 -7.05498 3.87553 -0.150 -0.221 0.620
H 0.64867 -5.29636 3.81975 0.148 -0.115 0.223
C -2.31799 -0.68190 -3.35309 1.080 -1.078 1.559
Si -1.27510 0.92185 -3.37010 -0.684 -0.903 -0.428
C 0.38247 0.76076 -4.20868 -0.792 -1.676 0.124
C -2.31584 2.38088 -3.94379 -0.360 0.926 0.054
As -0.89342 1.35610 -1.03823 -0.667 0.583 0.402
Si 0.66913 3.27530 -0.79486 -0.508 -0.180 -0.007
C -0.08486 4.64165 -1.81828 1.518 0.085 -1.221
C 2.32678 2.80303 -1.44691 1.597 -0.461 -0.973
C 0.53488 3.77897 0.98517 -0.801 -1.121 0.692
Si -3.12309 1.84673 0.02450 0.112 0.103 0.970
C -4.49850 0.70447 -0.56135 -0.157 0.908 -1.043
C -2.88220 1.66520 1.89487 -0.396 0.264 -0.112
C -3.37076 3.65501 -0.30713 0.259 0.431 1.672
H -1.82319 -1.60553 -2.87990 -0.083 1.426 -0.733
H -2.67461 -1.05673 -4.30097 -0.188 0.303 -0.438
H -3.14986 -0.56476 -2.65959 -0.397 0.328 -0.301
H 0.75240 1.71058 -4.40872 0.784 1.874 -0.471
H 0.26665 0.23307 -5.17901 0.105 0.166 0.593
H 1.10505 0.24503 -3.56910 -0.143 -0.095 -0.241
H -3.08331 2.65504 -3.18301 0.341 -0.381 -0.514
H -2.83978 2.23006 -4.90296 0.086 -0.439 0.403
H -1.78040 3.33044 -4.13669 0.198 -0.536 0.332
H 0.49225 5.55509 -1.60661 0.085 -0.169 0.230
H -1.08243 4.88420 -1.48999 -0.538 -0.131 -0.494
H 0.11952 4.51499 -2.93906 -0.957 -0.023 1.488
H 2.94713 1.99867 -0.95137 -1.030 0.650 -0.572
H 2.94451 3.71100 -1.29343 -0.261 -0.131 -0.077
H 2.35947 2.64331 -2.58357 -0.228 0.053 1.640
H 0.51746 3.04042 1.79917 0.342 -0.302 -0.482
H -0.43182 4.22846 1.10956 -0.905 0.304 -0.251
H 1.16076 4.55044 1.33581 1.314 0.959 0.018
H -5.41494 0.69565 0.03854 0.404 0.228 0.380
H -4.14727 -0.31118 -0.63743 0.097 -0.434 -0.086
H -4.85617 1.04862 -1.55636 0.354 -0.367 0.332
H -2.95095 0.61269 2.20877 -0.311 0.496 0.034
H -3.57161 2.34597 2.47318 0.379 -0.928 -0.668
H -1.89232 2.01790 2.13694 0.536 0.142 0.191
H -3.25043 3.98381 -1.28792 -0.022 0.342 -1.887
H -2.80934 4.39780 0.29258 0.351 -0.810 -0.009
H -4.36267 3.90903 0.01998 -0.930 -0.101 -0.114
I -2.00546 -2.28093 1.05001 -0.623 -0.471 -0.291
```
Positions in Å, forces in eV/Å.